*one*
14
Properties=species:S:1:pos:R:3:lowdin_charge:R:1 method="wB97M-V/def2-TZVPD" total_charge=0 e_lumo_ha=-0.0165 homo_lumo_gap_ev=8.5 smiles="S=C[C@@H]1N[C@@H]1CS"
S -0.804 3.012 1.580 0.6874
C -0.385 1.482 1.260 -0.6453
C -1.135 0.575 0.372 -0.3399
N -0.991 -0.865 0.570 0.0643
C -0.423 -0.304 -0.617 -0.3775
C 1.059 -0.272 -0.853 -0.5223
S 1.632 -1.800 -1.693 0.6990
H 0.484 1.063 1.777 0.0551
H -2.137 0.900 0.114 0.1295
H -0.277 -1.052 1.271 0.1013
H -0.982 -0.492 -1.525 0.1329
H 1.281 0.577 -1.513 0.0866
H 1.600 -0.142 0.087 0.0673
H 1.078 -2.681 -0.831 -0.1385

***

*two*
14
Properties=species:S:1:pos:R:3:lowdin_charge:R:1 method="wB97M-V/def2-TZVPD" total_charge=0 e_lumo_ha=0.0074 homo_lumo_gap_ev=8.4 smiles="C=C(C)N(S)C=S"
C -0.501 0.533 1.456 0.0042
C -0.027 0.491 0.193 -0.4528
C -0.199 1.623 -0.809 -0.0721
N 0.204 -0.934 -0.213 -0.5694
S -1.090 -1.978 -0.043 0.8202
C 1.429 -1.385 -0.008 -0.7607
S 2.983 -0.657 0.123 0.5065
H -0.652 -0.314 2.132 0.0580
H -1.299 1.295 1.723 0.0965
H 0.584 2.041 -1.661 0.1313
H -1.277 1.222 -1.310 0.1352
H -0.466 2.538 -0.164 0.0812
H -1.342 -1.907 -1.441 -0.0619
H 1.654 -2.568 0.022 0.0839

***

*three*
14
Properties=species:S:1:pos:R:3:lowdin_charge:R:1 method="wB97M-V/def2-TZVPD" total_charge=0 e_lumo_ha=-0.0137 homo_lumo_gap_ev=7.9
N -0.708 1.540 0.093 0.0904
C -0.485 0.226 0.399 -0.4252
C 0.717 -0.453 0.267 -0.1400
C 1.955 0.264 -0.003 -0.7263
S 3.468 -0.285 -0.213 0.6184
C -1.745 -0.454 0.840 -0.4693
S -3.011 -0.307 -0.472 0.7540
H -1.633 1.715 -0.314 0.0607
H 0.114 2.091 -0.154 0.0914
H 0.717 -1.533 0.426 0.1016
H 1.824 1.370 -0.114 0.0400
H -1.570 -1.501 1.024 0.0681
H -2.129 0.044 1.745 0.0950
H -2.340 -0.987 -1.331 -0.1586

***

Stability ranking, top and bottom: *three* is the most stable and *two* is the least stable.